(1)
Entry from the OMol25 dataset: a structure of composition C18H26AuN6O2 (wB97M-V/def2-TZVPD).

- HOMO-LUMO gap (alpha / beta): 8.13 / 6.93 eV
- E_HOMO (alpha / beta): -10.8 / -11.0 eV

Geometry as ORCA input:
```
! wB97M-V def2-TZVPD RIJCOSX def2/J DEFGRID3
* xyz 1 3
Au -0.48 -0.26 -0.82
O -0.60 -4.49 -0.19
C -0.28 -3.35 -0.38
N -0.89 -2.21 0.11
C -1.98 -2.35 0.95
O -2.24 -3.29 1.66
C -2.88 -1.13 0.99
C -4.15 -1.25 1.53
C -4.94 -0.12 1.62
C -4.42 1.10 1.20
C -3.14 1.13 0.67
N -2.39 0.03 0.55
C 0.91 -3.06 -1.28
C 1.59 -4.11 -1.89
C 2.66 -3.82 -2.72
C 3.02 -2.49 -2.92
C 2.29 -1.50 -2.27
N 1.27 -1.79 -1.47
H -4.49 -2.22 1.85
H -5.94 -0.17 2.03
H -4.99 2.01 1.27
H -2.70 2.05 0.33
H 1.26 -5.12 -1.70
H 3.20 -4.61 -3.21
H 3.84 -2.22 -3.57
H 2.52 -0.45 -2.38
N 1.51 0.02 4.45
C 1.98 0.92 3.39
C 1.14 0.65 2.13
N 1.09 -0.83 1.95
H 2.22 -0.17 5.14
H 1.04 -1.15 2.95
H 0.70 0.40 4.94
H 3.02 0.68 3.18
H 1.92 1.98 3.65
H 1.54 1.12 1.24
H 0.12 1.00 2.28
H 0.31 -1.20 1.35
H 1.96 -1.17 1.53
C -0.81 3.25 -1.23
C 0.44 2.56 -1.82
C 1.68 3.44 -1.56
C 0.24 2.44 -3.35
N 0.64 1.29 -1.25
H -0.92 4.25 -1.66
H -0.71 3.33 -0.15
H -1.70 2.66 -1.47
H 1.51 4.46 -1.93
H 2.55 3.03 -2.07
H 1.90 3.49 -0.49
H 0.03 3.43 -3.77
H -0.59 1.77 -3.58
H 1.14 2.04 -3.82
*
```

(2)
Entry from the OMol25 dataset: a structure of composition C18H26BBeCl4F10N7O4S2 (wB97M-V/def2-TZVPD).

- HOMO-LUMO gap: 6.06 eV
- E_HOMO: -10.1 eV
- Energy above the lowest of the compared OMol25 structures with the same formula, charge and spin: 305.6 kJ/mol

Geometry as ORCA input:
```
! wB97M-V def2-TZVPD RIJCOSX def2/J DEFGRID3
* xyz 0 1
Be 3.24 -1.20 -0.27
B 5.84 0.64 0.67
F 5.09 0.77 -0.49
F 5.32 -0.44 1.30
F 7.13 0.33 0.34
F 5.68 1.78 1.51
C -1.42 -1.43 0.65
F -1.56 -0.67 1.76
F -0.81 -2.56 1.10
F -2.66 -1.69 0.24
S -0.35 -0.53 -0.67
O 0.14 -1.52 -1.64
O -1.24 0.50 -1.31
N 1.10 -0.01 0.07
S 0.60 1.42 0.63
O 0.92 2.42 -0.44
O -0.71 1.59 1.29
C 1.88 1.79 2.06
F 1.73 0.82 3.02
F 3.10 1.81 1.62
F 1.55 2.97 2.58
C 0.84 -3.93 3.50
C 1.78 -3.11 2.71
N 2.56 -2.50 2.11
H 1.39 -4.45 4.29
H 0.45 -4.67 2.80
H 0.03 -3.35 3.95
C 1.05 -4.69 -2.80
C 1.71 -4.05 -1.67
N 2.11 -3.47 -0.68
H 0.26 -5.34 -2.42
H 1.79 -5.26 -3.37
H 0.66 -3.81 -3.32
C -2.89 -4.66 0.98
C -2.28 -5.83 1.62
N -1.83 -6.81 2.00
H -3.92 -4.97 0.77
H -2.31 -4.43 0.08
H -2.92 -3.85 1.71
C -3.67 1.93 -0.16
C -4.73 1.25 -0.99
N -5.53 0.70 -1.64
H -4.15 2.53 0.61
H -3.00 2.59 -0.71
H -3.19 1.11 0.37
C 1.10 0.50 -4.38
C 2.05 0.37 -3.34
N 2.85 0.34 -2.54
H 0.13 0.18 -4.00
H 1.36 -0.07 -5.27
H 0.92 1.54 -4.66
C 3.33 5.45 3.83
C 2.00 5.77 4.33
N 0.94 6.03 4.74
H 4.02 6.29 3.85
H 3.17 5.21 2.78
H 3.76 4.58 4.32
Cl -1.73 5.78 2.42
C -0.63 5.41 1.11
C -0.94 6.29 -0.14
Cl -2.32 5.60 -1.04
H -0.55 4.33 1.01
H 0.33 5.78 1.46
H -0.04 6.25 -0.76
H -1.10 7.35 0.07
Cl -2.20 -4.13 -2.60
C -3.34 -3.34 -3.67
C -3.67 -1.85 -3.30
Cl -2.35 -0.77 -3.93
H -4.25 -3.90 -3.45
H -3.13 -3.42 -4.73
H -3.82 -1.69 -2.24
H -4.66 -1.58 -3.67
*
```

(3)
Entry from the OMol25 dataset: a structure of composition C18H26BF4N3NbO3S4 (wB97M-V/def2-TZVPD).

- HOMO-LUMO gap (alpha / beta): 6.28 / 5.98 eV
- E_HOMO (alpha / beta): -13.7 / -13.7 eV
- Energy above the lowest of the compared OMol25 structures with the same formula, charge and spin: 129.6 kJ/mol

Geometry as ORCA input:
```
! wB97M-V def2-TZVPD RIJCOSX def2/J DEFGRID3
* xyz 2 2
Nb -0.20 -0.13 0.13
C -3.42 1.95 0.50
C -3.51 1.78 -0.98
S -1.96 1.02 -1.64
C -1.14 2.40 -2.52
C -0.36 3.24 -1.54
S 0.57 2.11 -0.38
C 0.62 3.34 1.03
C 1.01 2.72 2.33
S -0.06 1.30 2.74
C -1.61 2.08 3.32
C -2.71 1.10 2.94
S -2.51 0.45 1.20
H -4.42 1.95 0.97
H -2.87 2.86 0.80
H -3.69 2.74 -1.52
H -4.31 1.06 -1.29
H -1.92 2.99 -3.03
H -0.49 1.89 -3.25
H -1.00 3.93 -0.97
H 0.41 3.85 -2.06
H -0.39 3.80 1.09
H 1.31 4.14 0.73
H 0.92 3.42 3.20
H 2.04 2.36 2.34
H -1.74 3.08 2.90
H -1.54 2.19 4.42
H -3.72 1.56 2.98
H -2.75 0.21 3.59
O 1.37 -0.30 1.16
N 2.21 -0.94 2.02
C 3.55 -0.71 1.92
C 4.44 -1.51 2.65
C 3.92 -2.42 3.57
C 2.54 -2.56 3.75
C 1.71 -1.82 2.91
H 3.89 -0.01 1.16
H 5.51 -1.41 2.49
H 4.62 -2.98 4.18
H 2.11 -3.23 4.50
H 0.62 -1.91 2.90
C 0.29 -2.25 -5.26
N -0.20 -2.28 -3.91
C -1.03 -3.30 -3.54
C -1.58 -3.23 -2.28
C -1.16 -2.22 -1.37
O -1.53 -2.04 -0.17
N -0.28 -1.28 -1.78
C 0.15 -1.20 -3.08
O 0.74 -0.23 -3.53
H -0.06 -3.14 -5.80
H 1.38 -2.23 -5.23
H -0.04 -1.35 -5.80
H -1.24 -4.02 -4.32
H -2.32 -3.96 -1.95
F 3.13 -3.06 -0.04
B 1.99 -2.62 -0.66
F 2.13 -1.23 -1.06
F 1.66 -3.39 -1.77
F 0.91 -2.53 0.30
*
```

(4)
Entry from the OMol25 dataset: a structure of composition C18H26BN8OPtS (wB97M-V/def2-TZVPD).

- HOMO-LUMO gap (alpha / beta): 9.06 / 5.16 eV
- E_HOMO (alpha / beta): -14.5 / -14.5 eV

Geometry as ORCA input:
```
! wB97M-V def2-TZVPD RIJCOSX def2/J DEFGRID3
* xyz 2 4
Pt 0.32 -0.49 -1.59
C -3.20 -0.66 -1.85
C -2.78 -0.21 -0.52
C -3.45 -0.18 0.69
C -2.54 0.05 1.66
N -1.34 0.23 1.05
N -1.48 0.03 -0.28
B 0.06 0.23 1.70
N 0.95 1.25 0.92
C 1.85 2.16 1.40
C 2.68 2.59 0.38
C 2.29 1.88 -0.74
C 2.73 1.91 -2.17
N 1.25 1.10 -0.41
N 0.62 -1.18 1.46
C 0.95 -2.20 2.28
C 1.33 -3.28 1.56
C 1.22 -2.89 0.23
C 1.48 -3.66 -1.02
N 0.81 -1.64 0.18
N -0.10 0.76 3.23
C -0.88 1.88 3.51
C -0.92 2.04 4.86
C -0.07 0.96 5.36
C 0.37 0.58 6.72
N 0.42 0.20 4.26
H -4.15 -0.18 -2.09
H -2.48 -0.37 -2.60
H -3.42 -1.75 -1.89
H -4.51 -0.32 0.77
H -2.66 0.12 2.74
H 1.80 2.42 2.43
H 3.47 3.32 0.48
H 2.12 2.73 -2.61
H 3.75 2.20 -2.37
H 2.44 0.98 -2.62
H 0.88 -2.06 3.34
H 1.61 -4.30 1.85
H 0.58 -4.15 -1.39
H 1.84 -3.05 -1.83
H 2.21 -4.48 -0.84
H -1.38 2.36 2.71
H -1.32 2.82 5.47
H -0.18 1.04 7.54
H 0.22 -0.53 6.79
H 1.45 0.84 6.87
C -1.61 -0.62 -5.63
S 0.05 -0.60 -4.98
C 0.63 0.82 -5.89
O -0.22 -0.04 -3.60
H -2.23 0.19 -5.22
H -2.09 -1.55 -5.31
H -1.65 -0.54 -6.73
H 0.59 0.51 -6.94
H 1.64 1.06 -5.62
H 0.01 1.69 -5.70
*
```

(5)
Entry from the OMol25 dataset: a cluster of 7 separate species, C18H26Br2F2N4O8 in total (wB97M-V/def2-TZVPD).

- HOMO-LUMO gap: 9.03 eV
- E_HOMO: -9.1 eV
- Energy above the lowest of the compared OMol25 structures with the same formula, charge and spin: 0.0 kJ/mol

Geometry as ORCA input:
```
! wB97M-V def2-TZVPD RIJCOSX def2/J DEFGRID3
* xyz 0 1
C 1.84 -2.58 3.65
N 0.71 -2.00 2.84
O -0.07 -1.27 3.38
O 0.68 -2.34 1.63
H 1.41 -3.06 4.53
H 2.58 -1.80 3.83
H 2.28 -3.33 2.99
C -1.25 3.38 -3.44
N -2.57 3.93 -3.86
O -3.39 3.24 -4.45
O -2.82 5.13 -3.69
H -0.87 2.72 -4.22
H -1.49 2.84 -2.53
H -0.60 4.20 -3.14
C -3.62 -1.07 -4.03
N -2.18 -0.91 -4.45
O -1.81 0.23 -4.47
O -1.43 -1.84 -4.54
H -4.26 -1.26 -4.90
H -3.99 -0.16 -3.56
H -3.63 -1.89 -3.31
C 5.70 -1.17 -2.92
N 4.41 -0.37 -2.82
O 3.61 -0.70 -1.94
O 4.25 0.49 -3.65
H 6.02 -1.33 -1.89
H 6.39 -0.44 -3.35
H 5.67 -2.06 -3.55
Br -2.04 -0.43 -0.05
C -0.63 -1.61 -0.81
C 0.65 -0.69 -0.72
Br 0.62 0.84 -1.95
H -0.98 -1.95 -1.79
H -0.63 -2.51 -0.20
H 1.61 -1.19 -0.80
H 0.81 -0.28 0.28
F -6.28 2.12 4.63
C -5.75 1.09 3.87
C -6.60 0.06 3.54
C -6.07 -1.07 2.88
C -4.68 -1.09 2.61
C -3.87 -0.04 2.94
C -4.41 1.02 3.61
H -7.62 0.07 3.87
H -6.75 -1.88 2.64
H -4.18 -1.99 2.28
H -2.84 -0.13 2.63
H -3.91 1.96 3.78
F 2.48 0.42 3.46
C 3.40 0.63 2.42
C 4.70 0.38 2.77
C 5.68 0.61 1.81
C 5.29 1.09 0.57
C 4.01 1.56 0.31
C 3.03 1.27 1.29
H 5.08 -0.02 3.70
H 6.72 0.51 2.08
H 5.94 1.24 -0.28
H 3.65 1.82 -0.68
H 2.01 1.58 1.14
*
```